# 1
{
  "formula": "C25H10CrF10N6O2",
  "method": "ωB97M-V/def2-TZVPD",
  "relative_energy_ev": 0.019,
  "mol_weight_da": 668.37,
  "total_charge": 0,
  "max_force_ev_per_a": 2.3,
  "gap_ev": [7.1, 5.9],
  "e_homo_ev": [-8.038, -8.713],
  "total_energy_ha": -3480.854982,
  "multiplicity": 5,
  "s_squared": 6.0679,
  "species": ["C", "F", "C", "F", "F", "H", "H", "N", "O", "F", "C", "Cr", "C", "C", "C", "H", "N", "H", "F", "C", "C", "H", "N", "F", "O", "C", "C", "C", "C", "F", "C", "H", "N", "C", "C", "N", "H", "F", "C", "C", "H", "C", "H", "H", "C", "C", "C", "C", "F", "C", "C", "C", "F", "N"],
  "coordinates": [[-1.18217, -1.17397, -0.24473], [0.80581, 0.45715, 4.44784], [0.06112, 3.16674, 3.49797], [-0.91572, 0.39967, 5.75296], [0.93307, 0.35029, -5.15339], [-2.59482, 3.39846, 3.95846], [-2.82189, 2.00046, 5.00952], [-1.16089, -1.23176, -6.60452], [-0.21226, -1.19448, 1.92778], [-0.49988, 3.81581, 2.47937], [3.65446, 1.95853, -1.03177], [0.41609, 0.53480, 2.19941], [-1.96358, -3.29766, -1.12631], [-0.91556, 0.22453, -0.42514], [-0.77694, -1.82656, 0.96410], [-1.90988, 0.66755, -2.23444], [-0.15815, 0.98380, 0.37465], [-0.87744, 2.95959, -2.13582], [2.34617, -1.96675, -0.44333], [-0.12592, 1.24039, 5.10400], [-0.74614, 2.21107, -1.38125], [-1.79811, 3.35441, 5.55376], [-0.39538, -4.80016, -4.48965], [0.51271, 4.06022, 4.36529], [-1.21757, 1.26935, 3.01786], [2.99995, 0.73909, -0.81769], [1.30502, -0.24025, -4.00977], [-0.54463, -1.70605, -5.75729], [-1.56881, -3.93793, 0.04866], [0.98516, -3.37724, -2.20406], [0.10888, -2.31003, -4.67851], [-2.10195, -1.46417, -2.17178], [2.19074, 0.18706, 1.50606], [0.89888, -1.57711, -3.76710], [-1.78505, -1.93991, -1.25503], [4.20022, 2.96121, -1.15537], [-1.71206, -5.00270, 0.15653], [2.39420, 1.74016, -3.41037], [2.68437, 0.40854, 0.47101], [2.41029, -0.05243, -1.85202], [-2.39765, -3.86743, -1.93311], [-0.15523, -3.67666, -4.53784], [0.54659, 2.99484, 0.21003], [-0.69388, -3.70431, 1.98605], [-2.11353, 2.76307, 4.69827], [2.01460, -1.38467, -1.60845], [2.06608, 0.47348, -3.11483], [1.31780, -2.12304, -2.52961], [0.55054, 1.95175, 6.00394], [-0.90617, 2.07591, 4.04360], [-0.03911, 2.20579, -0.21999], [-0.99744, -3.22178, 1.06953], [1.17548, 2.55890, 2.94483], [-1.29043, 0.96444, -1.49830]],
  "atomic_forces_ev_per_a": [[-0.106, -1.013, 0.667], [0.241, -0.213, -0.295], [-0.487, 0.573, 0.143], [-0.073, -0.021, -0.077], [0.232, -0.068, 0.362], [0.019, 0.035, 0.000], [0.025, -0.047, 0.030], [-0.159, 0.098, -0.315], [0.980, 1.077, 1.740], [-0.121, 0.100, 0.107], [0.281, 0.371, 0.011], [-1.833, -0.374, 0.154], [-0.137, 0.046, -0.117], [0.100, 0.047, -0.046], [-0.871, -0.558, -2.054], [0.105, -0.107, 0.067], [-0.570, -0.233, -0.271], [-0.010, 0.168, -0.034], [-0.112, 0.092, -0.343], [-0.364, 0.261, 0.325], [0.463, 0.367, 0.270], [-0.067, 0.088, 0.089], [-0.109, -0.344, 0.023], [-0.024, -0.097, 0.000], [0.474, -0.853, -0.982], [0.079, -0.561, 0.071], [0.124, 0.093, -0.055], [-0.332, 0.276, -0.419], [-0.006, 0.230, -0.054], [0.194, 0.425, -0.157], [0.306, 0.294, 0.345], [-0.023, 0.055, -0.167], [1.459, -0.286, 0.053], [0.211, 0.109, 0.288], [0.075, -0.038, 0.128], [0.200, 0.405, -0.041], [0.006, -0.077, 0.004], [-0.131, -0.358, 0.018], [-0.556, 0.285, 0.276], [-0.310, -0.312, -0.255], [-0.048, -0.013, -0.076], [-0.073, -0.535, 0.050], [0.050, 0.129, 0.040], [0.063, -0.014, 0.086], [0.319, -0.233, -0.219], [0.110, -0.071, -0.193], [-0.239, 0.001, -0.029], [-0.035, -0.137, 0.267], [0.004, -0.024, -0.103], [0.399, 0.752, 0.926], [-0.111, 0.773, -0.583], [0.143, 0.464, 0.191], [0.194, -0.552, -0.271], [0.049, -0.473, 0.423]],
  "mulliken_spin": [0.052, 0.004, -0.013, 0.000, 0.008, -0.001, 0.000, 0.187, -0.033, 0.001, -0.007, 3.044, 0.008, -0.001, -0.010, -0.001, -0.086, 0.000, -0.002, -0.012, 0.001, -0.001, 0.189, 0.000, 0.001, 0.089, 0.105, -0.042, -0.008, 0.008, 0.349, -0.002, 0.004, -0.021, -0.004, 0.026, -0.001, -0.003, 0.018, 0.099, 0.003, -0.024, -0.001, 0.001, 0.002, -0.032, -0.039, 0.072, 0.000, 0.026, 0.016, 0.021, 0.005, 0.005]
}

***

# 2
{
  "formula": "C25H11Cl5N5PtS2",
  "method": "ωB97M-V/def2-TZVPD",
  "relative_energy_ev": 0.379,
  "mol_weight_da": 817.88,
  "total_charge": 1,
  "max_force_ev_per_a": 1.3,
  "gap_ev": [6.7, 5.4],
  "e_homo_ev": [-11.480, -11.919],
  "total_energy_ha": -4449.341668,
  "multiplicity": 5,
  "s_squared": 6.0389,
  "species": ["C", "C", "C", "N", "S", "Cl", "H", "C", "C", "C", "C", "C", "H", "H", "S", "C", "N", "N", "C", "H", "H", "C", "N", "H", "C", "H", "C", "C", "C", "Cl", "Cl", "Cl", "C", "C", "C", "C", "H", "N", "C", "C", "Cl", "Pt", "C", "C", "C", "C", "H", "H", "H"],
  "coordinates": [[1.43819, -1.69190, -0.26937], [2.08268, 1.95732, 3.36886], [2.46139, -3.76980, 1.21393], [3.92479, 3.49859, 4.34570], [-0.64250, 2.26447, 0.44796], [-7.58470, -1.27863, -1.34793], [2.86368, -4.58602, 1.80276], [2.67936, 0.16479, 4.99305], [1.27983, -3.94404, 0.50703], [0.12850, 0.31761, 2.25907], [-4.04242, 0.51617, -1.34911], [3.11089, 2.80754, 3.91678], [3.14182, -0.55311, 0.35824], [0.00901, 3.81495, -4.80520], [-1.02862, -0.72963, 1.61212], [1.74140, 2.76765, -4.07899], [-0.06860, 1.40385, -2.48261], [3.31978, -0.25789, 5.84959], [-3.17177, -0.43874, -0.83370], [0.72565, -1.12229, 3.76181], [4.05962, -2.42178, 1.72105], [0.75738, -2.89499, -0.23246], [1.71779, 0.07942, -1.60512], [3.21285, 1.48103, -3.11752], [-3.71293, -1.66092, -0.45958], [2.45107, 3.30395, -4.69609], [3.13750, -2.55334, 1.16755], [1.23166, 1.12549, -2.44390], [-5.39906, 0.27700, -1.51612], [-2.70318, -2.89244, 0.22475], [-5.71932, -3.45154, -0.14950], [-6.42230, 1.48624, -2.16730], [-5.07314, -1.93313, -0.61275], [-0.48488, 2.34035, -3.32409], [2.63348, -1.50912, 0.41192], [0.39408, 3.05016, -4.14163], [0.76645, -4.89762, 0.52781], [0.87765, -0.62183, -1.05829], [-5.91779, -0.96128, -1.14725], [0.89553, -0.13029, 3.36291], [-3.41881, 2.08514, -1.78770], [-1.15556, 0.14297, -0.73204], [1.86954, 0.66280, 3.90569], [1.32336, 2.41888, 2.30893], [2.17288, 1.77309, -3.20629], [0.33526, 1.61679, 1.72837], [-0.15317, -3.00621, -0.80115], [-1.54870, 2.53883, -3.34602], [1.50437, 3.41148, 1.91583]],
  "atomic_forces_ev_per_a": [[-0.117, 0.045, -0.001], [0.224, 0.120, 0.109], [0.047, -0.023, 0.045], [-0.205, -0.190, -0.136], [0.097, -0.560, -0.264], [0.023, -0.020, 0.014], [-0.030, 0.060, -0.043], [-0.027, 0.041, -0.024], [0.003, -0.068, 0.021], [0.059, 0.015, 0.158], [0.122, 0.104, -0.071], [-0.016, 0.019, 0.037], [-0.010, -0.080, 0.027], [0.013, -0.082, 0.057], [0.023, -0.309, 0.057], [0.170, -0.050, 0.031], [-0.185, -0.271, -0.068], [-0.151, 0.098, -0.219], [0.182, 0.059, -0.151], [-0.037, 0.022, -0.039], [-0.054, -0.008, -0.040], [-0.104, 0.001, -0.040], [0.233, 0.798, -0.985], [-0.095, 0.072, -0.023], [-0.039, -0.108, 0.111], [-0.025, -0.037, 0.031], [0.000, -0.023, 0.014], [0.158, -0.137, 0.207], [-0.047, 0.156, -0.040], [-0.119, -0.060, -0.212], [0.051, 0.023, -0.003], [-0.006, -0.013, 0.008], [-0.008, -0.099, 0.041], [-0.005, 0.083, -0.074], [0.063, 0.181, 0.096], [-0.171, 0.026, 0.019], [0.025, 0.061, -0.001], [-0.131, -0.743, 0.710], [-0.054, -0.058, 0.005], [-0.162, -0.082, -0.119], [-0.105, -0.197, 0.176], [-0.297, 0.974, 0.423], [0.285, 0.062, 0.216], [-0.066, 0.069, -0.103], [0.371, 0.107, -0.172], [0.077, 0.131, 0.197], [-0.099, -0.049, -0.015], [0.135, -0.033, -0.023], [0.003, -0.028, 0.053]],
  "mulliken_spin": [0.018, 0.100, -0.002, 0.059, 0.627, 0.005, 0.000, 0.005, -0.003, 0.039, -0.003, -0.017, -0.001, 0.001, 0.874, -0.002, 0.075, -0.013, 0.340, -0.006, 0.000, -0.009, 0.072, 0.001, 0.020, 0.000, 0.008, 0.020, -0.008, 0.012, 0.004, 0.006, -0.009, -0.001, 0.018, 0.006, 0.000, 0.169, 0.023, 0.073, 0.029, 1.426, -0.016, -0.042, 0.011, 0.110, -0.007, 0.001, -0.014]
}